1.
Density functional theory data (wB97M-V/def2-TZVPD) for a structure of composition C33H37N9O7S2Ta in a non-equilibrium geometry.

As for the strongest force on any atom: 2.293 eV/A. As for the HOMO energy: -16.9050 eV. The charge is +3. The calculation puts the HOMO-LUMO gap at 6.66 eV.

Last column: Mulliken charge in e.
Geometry (Å):
Ta -1.0189 0.3470 0.7283  0.818
C -3.5245 -2.8005 -0.2425  -0.898
C -4.2152 -2.4721 -1.3817  -0.975
C -4.2471 -1.1229 -1.8073  -0.472
C -3.4261 -0.1804 -1.1895  0.147
N -2.7027 -0.6016 -0.1321  0.866
C -2.8431 -1.8164 0.3988  -0.288
C -3.2192 1.2739 -1.3999  0.905
C -3.9430 2.0848 -2.2637  -0.279
C -3.6710 3.4564 -2.2915  -1.190
C -2.7065 3.9559 -1.4259  -0.850
C -2.0012 3.1586 -0.5381  0.314
C -2.2142 1.7786 -0.5052  -0.638
H -3.5043 -3.7855 0.1922  0.605
H -4.7586 -3.2161 -1.9499  0.509
H -4.8123 -0.8567 -2.6705  0.600
H -2.3337 -2.0763 1.3142  0.491
H -4.6484 1.6153 -2.9315  0.548
H -4.1601 4.1121 -2.9800  0.495
H -2.4185 5.0149 -1.4248  0.494
H -1.2566 3.6616 0.0800  0.351
C 1.3647 -1.0865 2.9275  -1.156
O 0.6696 0.0769 2.2880  -0.712
C 1.1863 1.2403 2.9492  -0.412
C 0.7735 2.4657 2.2048  -1.099
O -0.6144 2.2871 1.8772  0.021
C -1.5582 2.8055 2.9084  -0.813
H 2.4138 -0.7817 3.0371  0.578
H 1.2825 -1.9872 2.2748  0.310
H 0.9267 -1.2473 3.9013  0.303
H 2.2804 1.1978 2.9896  0.730
H 0.8503 1.2341 3.9935  0.415
H 1.2996 2.5810 1.2556  -0.079
H 0.9237 3.3363 2.8431  0.783
H -1.1431 3.7206 3.3117  0.444
H -1.7130 2.0543 3.6794  0.217
H -2.4757 2.9951 2.3778  0.284
N -4.3846 1.1395 1.6534  -0.026
C -3.6872 0.4953 2.5611  -0.223
N -2.4799 -0.0622 2.3421  1.321
C -2.2352 -1.0322 3.3847  -0.728
C -1.3356 -2.0626 3.2673  -0.982
C -1.2082 -2.9555 4.3159  -1.105
C -1.9324 -2.7823 5.4874  -0.792
C -2.9004 -1.7843 5.5535  -0.367
C -3.0810 -0.9623 4.4738  1.191
S -4.2955 0.3041 4.1676  -0.167
H -3.9817 1.3564 0.7497  0.155
H -5.2588 1.5578 1.9446  0.295
H -0.7219 -2.2084 2.3915  0.952
H -0.5163 -3.7960 4.2535  0.500
H -1.7851 -3.4648 6.3105  0.477
H -3.4901 -1.6505 6.4585  0.485
C 6.0918 -2.4302 -4.1602  -1.076
C 4.5995 -2.0575 -4.2488  -0.597
S 3.9509 -1.1158 -2.8804  1.387
O 2.5289 -1.0670 -3.0871  -0.658
O 4.3888 -1.5066 -1.5589  -0.810
C 4.4864 0.5649 -3.1303  -0.789
C 3.9918 1.5639 -2.0758  -1.318
N 2.5068 1.5277 -1.7985  0.198
C 1.9470 1.0114 -0.6986  0.380
N 0.5891 1.1486 -0.7124  0.484
C 0.3070 1.6854 -1.9706  -0.995
C 1.4850 1.9439 -2.6125  -0.615
N 1.6150 2.6505 -3.8880  1.045
O 0.5542 2.8943 -4.4126  -0.588
O 2.7230 2.9158 -4.3263  -0.609
C 2.8086 0.3515 0.3454  -0.088
H 6.3607 -3.1956 -4.8912  0.383
H 6.2540 -2.8396 -3.1702  0.329
H 6.7262 -1.5425 -4.2783  0.313
H 3.9335 -2.9266 -4.2471  0.428
H 4.3718 -1.4064 -5.1023  0.435
H 4.1413 0.8653 -4.1121  0.514
H 5.5870 0.6610 -3.1140  0.515
H 4.2586 2.5443 -2.4171  0.522
H 4.4617 1.3327 -1.1417  0.513
H -0.6666 1.8412 -2.3849  0.844
H 3.1699 1.0816 1.0576  0.216
H 3.6284 -0.1711 -0.1154  0.732
H 2.2078 -0.4176 0.8277  -0.971
O -0.1293 -1.3174 0.1187  1.364
N -0.0614 -1.6989 -1.2038  -0.857
C 0.6534 -2.7506 -1.2425  1.210
C 0.8883 -3.4543 -2.4495  -0.164
N 1.0855 -4.1401 -3.3426  -0.374
C 1.2538 -3.3039 -0.1078  -0.190
N 1.7536 -3.7569 0.8188  -0.463

Forces on the atoms, in the same order (eV/Å):
Ta 0.297 0.191 -0.872
C -0.233 -0.554 0.377
C -0.523 1.227 -0.943
C 0.732 -0.478 0.246
C -0.309 -0.514 -0.122
N 0.192 -0.235 0.356
C 0.232 -0.890 -0.542
C 0.612 -0.338 0.693
C 0.476 -0.208 0.107
C 0.489 -0.535 0.447
C 0.203 0.995 -0.055
C 0.166 -0.212 0.002
C -0.012 0.002 0.200
H -0.206 -0.228 -0.117
H -0.053 0.018 0.044
H -0.390 0.189 -0.413
H -0.018 0.124 -0.312
H -0.237 0.189 -0.108
H -0.305 0.199 -0.271
H -0.480 -0.372 -0.212
H -0.154 -0.320 -0.125
C 0.349 -0.279 -0.904
O 0.000 -0.263 0.331
C 0.585 0.278 0.788
C 0.007 -0.233 0.102
O -0.890 -0.133 0.136
C 0.523 -0.412 -0.513
H -0.300 -0.318 -0.145
H 0.056 0.927 0.528
H -0.106 -0.009 0.130
H -0.176 -0.077 -0.074
H -0.176 0.046 -0.176
H -0.049 0.086 0.184
H -0.096 0.137 -0.223
H 0.018 0.114 0.004
H 0.154 0.051 0.062
H -0.287 0.180 -0.113
N -0.233 0.473 0.224
C 0.646 -0.321 0.397
N 0.464 -0.031 0.731
C 0.162 0.650 -0.957
C 0.322 -0.449 0.173
C 0.348 -0.413 0.436
C -0.260 0.056 -0.317
C -0.230 -0.219 1.109
C -0.171 1.085 -0.460
S -0.029 -0.572 0.277
H -0.170 0.194 0.007
H 0.000 0.048 -0.334
H -0.101 0.009 -0.105
H -0.122 0.255 -0.109
H -0.064 0.043 0.104
H 0.009 -0.147 -0.219
C -0.530 0.407 0.381
C 0.659 0.094 0.053
S 0.342 0.472 0.170
O -1.115 -0.020 -0.019
O 0.343 -0.378 -0.214
C 0.508 0.614 -0.172
C -0.832 -1.067 -0.188
N 0.545 0.104 -0.252
C 0.539 -0.218 0.388
N 0.359 -0.124 -0.657
C 0.879 0.244 -0.168
C -0.656 0.113 0.285
N 0.097 -0.367 -0.209
O 0.104 0.134 -0.033
O -0.549 -0.280 0.640
C -1.212 -0.092 -0.297
H -0.135 0.262 -0.018
H 0.291 -0.163 0.157
H -0.092 -0.319 -0.099
H 0.065 0.069 -0.144
H -0.113 -0.333 0.024
H -0.064 0.001 -0.248
H -0.388 -0.322 -0.041
H -0.017 0.525 0.006
H 0.261 0.178 0.454
H -0.163 0.105 0.134
H 0.196 0.080 0.224
H 0.340 -0.079 -0.187
H 0.269 0.220 -0.047
O -0.811 1.901 0.994
N -0.352 0.031 0.270
C -0.126 0.065 -1.344
C -0.152 0.046 -0.430
N 0.101 -0.226 -0.447
C 0.724 -0.646 1.374
N 0.024 -0.033 0.206

2.
Density functional theory data (wB97M-V/def2-TZVPD) for the ion C6H14NO with charge +1 in a non-equilibrium geometry.

As for the strongest force on any atom: 3.213 eV/A. As for the HOMO energy (alpha / beta): -11.4288 / -11.8704 eV. The charge is +1. The calculation puts the HOMO-LUMO gap (alpha / beta) at 7.71 / 8.62 eV.

Last column: natural (NBO) charge in e.
Geometry (Å):
C 2.0065 -1.1168 1.0066  0.247
C -0.0573 -0.9316 -0.0858  0.027
C 3.2327 -0.3243 1.2846  -0.689
C -1.5929 0.8043 0.7588  -0.405
C -2.1391 -0.4325 -1.2916  -0.389
C -0.4422 1.1478 -1.2180  -0.414
N -1.0131 0.1162 -0.4341  -0.233
O 1.0448 -0.4815 0.4765  -0.332
H 2.0315 -2.1698 1.1161  0.180
H -0.4279 -1.8984 -0.1312  0.197
H 2.9115 0.7109 1.0546  0.226
H 4.0576 -0.5951 0.5976  0.250
H 3.5959 -0.2608 2.2808  0.252
H -0.9261 1.6224 0.9901  0.231
H -2.5440 1.2053 0.5811  0.224
H -1.6891 -0.0023 1.4524  0.231
H -2.8505 0.4388 -1.3881  0.237
H -1.6642 -0.7949 -2.1967  0.240
H -2.5386 -1.2590 -0.6536  0.229
H 0.4584 1.4735 -0.6936  0.232
H -0.1770 0.7989 -2.2187  0.236
H -1.2769 1.9491 -1.2879  0.223

Forces on the atoms, in the same order (eV/Å):
C 2.053 0.340 0.901
C -0.352 1.326 -0.844
C -0.766 1.393 -1.537
C 0.932 -0.905 0.329
C -0.172 -0.238 1.966
C 0.189 2.853 -1.464
N -1.044 -0.581 -0.003
O -0.996 0.009 -0.448
H -0.649 -0.984 -0.148
H -0.094 -1.711 0.385
H 0.573 -0.273 -0.058
H -0.344 0.027 0.366
H 0.199 -0.601 1.002
H 0.202 -0.190 0.752
H -1.370 0.561 -0.644
H 0.045 0.095 1.139
H 0.647 -1.385 -0.312
H -0.434 -0.020 -0.170
H -0.248 0.583 -0.984
H -0.227 0.554 -0.335
H -0.023 0.027 0.199
H 1.877 -0.883 -0.093

3.
Density functional theory data (wB97M-V/def2-TZVPD) for the ion C7H10N3 with charge +1 in a non-equilibrium geometry.

As for the strongest force on any atom: 7.507 eV/A. As for the HOMO energy: -12.9992 eV. The charge is +1. The calculation puts the HOMO-LUMO gap at 9.39 eV.

Last column: natural (NBO) charge in e.
Geometry (Å):
C 2.1986 1.0151 0.0098  -0.292
C 2.7767 -0.2874 -0.1394  -0.024
C 0.8603 0.8139 0.1541  0.049
C -0.6953 -1.2780 0.0197  0.113
C -0.8038 -2.5558 0.4177  -0.326
C -0.2985 1.7035 0.0341  -0.261
C -1.6372 -0.2118 -0.5328  -0.277
N 1.8294 -1.2073 -0.1270  -0.233
N 0.7338 -0.4947 -0.0088  -0.165
N -1.5360 0.9763 0.3899  -0.498
H 2.5699 2.0074 -0.0825  0.239
H 3.7634 -0.6871 -0.2071  0.237
H 0.1339 -2.8530 0.8560  0.258
H -1.5930 -3.2364 0.2727  0.247
H -0.0786 2.6644 0.6788  0.276
H -0.3224 2.0649 -1.0179  0.257
H -1.3040 0.2213 -1.5798  0.242
H -2.6047 -0.5536 -0.6956  0.249
H -1.5997 0.5070 1.3673  0.465
H -2.3930 1.3912 0.1907  0.444

Forces on the atoms, in the same order (eV/Å):
C 0.934 0.195 0.039
C -0.344 0.518 0.238
C 0.824 -0.603 -0.737
C 2.110 1.857 -0.822
C 1.832 2.835 -0.416
C 1.259 3.309 1.076
C 3.021 -0.458 -2.331
N 0.184 0.532 0.141
N -5.705 -4.799 0.878
N 0.473 -3.017 1.257
H 0.930 0.294 0.160
H 0.661 0.557 -0.144
H 0.135 -0.802 -0.011
H -1.057 -0.331 0.057
H -1.002 -1.932 -0.989
H -0.742 -0.292 0.647
H -0.404 -1.161 1.994
H -1.976 -0.427 0.378
H 0.525 1.597 -1.506
H -1.658 2.130 0.092